{
  "formula": "C24H21FN2O",
  "method": "ωB97M-V with the def2-TZVPD basis set",
  "orbital_gap_ha": 0.321,
  "smiles": "Oc1ccc(C2=CCCC[C@]23C=Cc2c(cnn2-c2ccc(F)cc2)C3)cc1",
  "total_energy_ev": -32970.3245,
  "elements": ["C", "H", "H", "H", "H", "C", "H", "C", "C", "H", "H", "N", "H", "C", "C", "C", "H", "H", "C", "C", "H", "C", "C", "H", "C", "C", "C", "H", "N", "C", "C", "H", "H", "H", "C", "C", "H", "F", "C", "C", "H", "H", "H", "C", "C", "O", "C", "H", "C"],
  "xyz": [[-1.368699, 4.210986, -2.680255], [0.622067, 4.189869, 0.793367], [-2.009375, 0.344210, -0.558779], [2.139826, -6.799755, -1.778291], [-3.023918, -2.460573, 1.156761], [-0.582276, 3.532650, -1.734856], [2.252549, -2.596499, 1.062839], [-0.091160, -1.844988, -0.288716], [1.401013, 1.293200, 2.660805], [-2.112908, 0.176960, 1.345237], [4.079078, -4.223096, 0.994619], [-0.145039, -3.195672, -0.107319], [1.554821, 1.117659, 3.724911], [0.825030, -0.899000, -0.746167], [3.193436, -4.483015, 0.448824], [2.099122, -5.943450, -1.027244], [2.274558, 0.803718, 2.126342], [-0.578394, 0.793935, 2.788002], [0.491698, 3.160848, 1.172235], [1.416450, 2.798387, 2.274798], [0.153000, -5.311679, -1.654528], [0.794112, 0.408417, -0.417353], [0.955120, -4.006878, -0.187820], [0.394063, -0.572360, 2.125355], [-0.350055, 2.392977, 0.471650], [-1.206799, 3.049541, -0.572679], [0.224786, 0.545448, 2.083672], [0.557098, 3.374115, -1.703256], [-1.304317, -3.747871, 0.385613], [-1.542114, 0.000840, 0.384962], [0.985746, -5.079744, -1.013592], [2.419758, 3.182277, 2.020351], [-4.444611, 3.545168, -1.334927], [1.564718, -1.194369, -1.504699], [-1.951684, -2.633795, 0.660632], [2.108718, -3.558026, 0.491539], [1.588423, 1.170877, -0.766657], [4.320188, -6.434958, -0.501543], [-0.253910, 0.819929, 0.631890], [-3.351636, 3.658226, -1.387640], [-4.412005, 4.544480, -3.411987], [1.162728, 3.414841, 3.190686], [-0.810192, 4.635737, -3.540420], [-1.243486, -1.483596, 0.283862], [-2.751586, 4.323082, -2.487152], [-3.449843, 4.775891, -3.532208], [-2.619063, 3.154102, -0.406873], [-3.171378, 2.731118, 0.390370], [3.196347, -5.680165, -0.324358]],
  "atomic_forces_ev_per_a": [[1.30, 0.29, 0.09], [-0.45, -0.28, 0.54], [-0.23, 0.05, 0.71], [-0.23, 1.15, 1.19], [2.49, -1.31, -1.20], [0.15, -0.14, 1.58], [-0.63, -1.31, -0.71], [-2.09, -2.23, 2.09], [2.30, -0.25, -2.43], [-0.24, -0.05, -1.45], [0.45, 0.03, 0.11], [0.47, -1.29, -1.66], [-0.26, 0.02, -0.07], [3.15, 1.46, -2.33], [-0.01, 0.54, -0.12], [-1.77, -1.72, -3.04], [-0.41, 0.69, 0.80], [-0.56, -0.35, -0.45], [-0.03, 0.61, -0.94], [0.02, 0.16, 1.55], [-0.27, 0.04, 0.07], [0.49, -0.19, 0.70], [1.87, 1.19, 0.23], [-0.10, 1.11, 0.33], [-0.21, -0.75, 0.44], [0.03, -0.57, 0.30], [-0.78, -1.28, 0.63], [-1.94, 0.56, -0.81], [0.97, 2.05, 0.09], [-0.33, 0.19, 1.16], [0.66, -1.85, -0.07], [-0.17, -0.47, 0.06], [0.39, 0.42, -0.12], [-0.15, -0.09, 0.45], [-3.66, 1.85, 1.38], [1.72, -2.26, 0.12], [-1.53, -1.51, 0.44], [-0.72, 0.56, 0.60], [0.68, 1.83, -0.12], [-1.74, 2.01, -2.50], [1.47, 0.50, -0.16], [-0.01, -0.51, -0.91], [-1.03, -0.22, 0.40], [-1.94, 2.61, 0.53], [1.26, -2.11, 0.17], [-2.43, 0.40, -0.53], [2.79, -1.18, 0.43], [0.10, -0.53, 1.04], [1.13, 2.11, 1.38]]
}

=====

{
  "formula": "C24H43IN6O3S",
  "method": "ωB97M-V with the def2-TZVPD basis set",
  "orbital_gap_ha": 0.284,
  "total_energy_ev": -59603.7460,
  "elements": ["C", "H", "H", "C", "H", "H", "C", "S", "C", "N", "H", "H", "O", "H", "C", "H", "O", "H", "C", "H", "O", "H", "N", "H", "H", "C", "C", "C", "H", "H", "I", "C", "H", "C", "H", "C", "H", "C", "H", "H", "H", "H", "C", "H", "H", "H", "H", "C", "H", "H", "H", "C", "H", "H", "H", "N", "N", "C", "H", "H", "N", "C", "N", "H", "H", "H", "H", "C", "H", "C", "C", "H", "C", "C", "H", "H", "C", "H"],
  "xyz": [[2.027729, 3.434773, -2.741913], [-6.045240, -2.121530, 0.824849], [-0.302474, -3.302504, 1.689710], [2.677189, 1.719246, -4.458867], [2.135138, -1.541121, 2.326340], [-4.474553, -2.717940, 0.278320], [0.412524, 3.312006, 0.736020], [2.001436, 5.793676, -2.683602], [-1.629763, -2.473837, -0.521390], [1.716219, 0.938152, -5.234295], [-0.507249, -5.013855, 1.257570], [0.277377, 2.454757, 1.388764], [-4.536779, -0.719647, 0.577070], [2.156702, 0.626682, -6.087484], [1.240369, 1.553294, -0.850922], [-5.519097, -1.847829, -0.859107], [-0.765702, -1.625607, -0.414330], [0.253771, 2.379505, -4.775897], [-5.187805, -1.901435, 0.181411], [1.223798, -1.816561, 0.836065], [2.351228, -3.141711, 4.820656], [3.880440, -4.602943, 3.095436], [2.352174, 4.475126, -3.513663], [-3.654345, 2.527842, 1.145715], [-6.186506, 0.221986, -0.227569], [2.155374, 2.056238, -3.085454], [5.849818, -3.594942, 5.444030], [1.489633, 3.828278, -1.478269], [4.148237, -2.884753, 2.798192], [-2.549615, -2.308272, -1.105816], [2.060057, -0.865622, -2.486565], [-2.621507, -4.668124, -0.093855], [-3.409589, -4.261461, -0.724849], [-5.263685, 0.472294, 0.298206], [5.694785, -3.382966, 6.499916], [4.539666, -3.762148, 3.312784], [-2.237748, -5.577671, -0.560365], [-0.401238, -4.006537, 0.863129], [-0.866730, 5.014567, 0.317191], [1.055836, 4.028990, 1.246704], [-0.343401, 0.987220, -5.654721], [2.950044, -1.522732, 0.771248], [-3.245455, 3.706655, -0.603050], [1.420294, 0.651819, 2.111479], [0.505611, -3.946770, 0.260100], [-1.704316, 2.192748, -0.481559], [6.283682, -4.592545, 5.349390], [1.066289, 2.862352, -0.533073], [3.590200, 1.129835, -4.349678], [3.556925, -3.050276, 6.455965], [-5.092804, 3.263933, 0.405570], [-4.144865, 2.763878, 0.197516], [-1.544861, 3.840303, 1.430317], [-3.324654, 4.729774, -0.232747], [-5.515958, 0.931748, 1.256582], [0.817024, 0.597417, 0.094712], [4.584751, -3.517436, 4.744941], [1.787127, 1.168922, -2.135804], [-1.342577, 3.493804, -1.583926], [6.558170, -2.866958, 5.043409], [-1.568531, -3.686343, 0.056905], [-1.773117, 3.277028, -0.604663], [1.423885, 5.155093, -1.330195], [-3.612012, 3.727307, -1.633395], [-3.499022, 0.946179, -0.776590], [-3.050069, -4.926859, 0.876545], [5.541097, -3.982215, 2.952119], [-4.430937, 1.458253, -0.533912], [0.570376, 2.234530, -6.503593], [0.499230, 1.673672, -5.566557], [2.031163, -1.239053, 1.285539], [2.933145, 2.653973, -4.960436], [-0.975573, 3.946185, 0.503288], [1.781561, 0.262682, 1.156818], [-4.937118, 1.674418, -1.475968], [2.727218, 0.774654, 0.965568], [3.430559, -3.220703, 5.373048], [0.507048, -0.250885, -0.365058]],
  "atomic_forces_ev_per_a": [[-0.19, 0.08, 0.21], [-0.12, -0.02, -0.04], [0.01, -0.04, 0.02], [-0.01, -0.15, -0.15], [-0.06, 0.01, 0.10], [-0.03, 0.05, 0.07], [-0.31, 0.00, 0.14], [-0.05, 0.14, 0.08], [-0.21, -0.03, -0.04], [-0.17, 0.16, 0.11], [-0.01, -0.02, 0.01], [0.11, -0.04, -0.02], [0.15, -0.06, -0.17], [0.08, -0.14, 0.03], [-0.34, -0.38, 0.30], [-0.07, -0.02, -0.09], [-0.15, -0.23, -0.09], [0.01, 0.02, 0.09], [0.04, 0.07, 0.19], [-0.01, 0.14, 0.13], [-0.03, -0.01, -0.03], [0.01, 0.00, -0.05], [0.09, -0.06, -0.20], [-0.12, 0.06, 0.16], [-0.13, -0.01, 0.06], [0.16, 0.38, -0.56], [-0.07, -0.01, -0.11], [0.17, 0.03, -0.21], [0.02, -0.03, -0.08], [0.05, -0.01, 0.00], [0.13, -0.21, -0.06], [0.13, 0.01, 0.01], [0.04, -0.04, -0.03], [0.15, 0.09, -0.03], [-0.01, 0.00, 0.02], [-0.09, 0.06, 0.09], [-0.02, -0.01, 0.00], [-0.05, 0.05, -0.01], [-0.08, 0.05, -0.14], [0.05, 0.04, 0.04], [-0.02, -0.05, -0.02], [0.00, -0.03, -0.09], [0.01, -0.24, -0.26], [-0.09, 0.03, 0.05], [0.01, -0.02, 0.00], [0.02, -0.06, -0.02], [0.02, 0.00, 0.03], [0.17, 0.56, 0.21], [0.02, -0.06, -0.06], [0.01, -0.01, -0.01], [-0.04, -0.01, 0.19], [0.19, 0.13, -0.14], [0.02, 0.11, 0.09], [-0.02, 0.05, 0.09], [-0.17, 0.00, 0.04], [0.47, -0.39, -0.49], [0.13, -0.05, 0.00], [-0.09, -0.25, 0.29], [0.16, 0.06, 0.03], [0.02, 0.00, 0.03], [-0.03, -0.07, 0.00], [-0.20, 0.02, -0.11], [-0.01, 0.08, 0.04], [-0.06, 0.06, -0.02], [0.07, 0.03, -0.06], [-0.03, -0.01, 0.00], [0.03, 0.01, 0.02], [0.01, -0.21, 0.14], [0.06, 0.13, 0.00], [-0.07, -0.11, -0.11], [0.21, -0.13, -0.08], [0.14, 0.13, 0.04], [0.15, -0.08, 0.13], [-0.03, 0.15, 0.20], [0.00, 0.03, -0.08], [0.05, 0.06, -0.02], [-0.04, 0.04, 0.06], [-0.10, 0.15, 0.18]]
}

=====

{
  "formula": "C6H14O12P2",
  "method": "ωB97M-V with the def2-TZVPD basis set",
  "orbital_gap_ha": 0.382,
  "smiles": "O=P(O)(O)OC[C@H]1O[C@@](O)(COP(=O)(O)O)[C@@H](O)[C@@H]1O",
  "total_energy_ev": -49594.0488,
  "elements": ["H", "C", "C", "H", "O", "H", "O", "O", "O", "H", "O", "H", "O", "P", "H", "H", "O", "H", "O", "O", "C", "O", "O", "P", "H", "H", "C", "H", "C", "H", "C", "O", "H", "H"],
  "xyz": [[0.905986, 1.531391, -1.616168], [0.350719, -1.568812, -0.317068], [1.259946, 1.951297, 0.804789], [-4.256204, -2.468803, 0.534912], [-1.583143, 4.221416, -0.738551], [-1.756347, 4.559033, 0.274870], [-2.311987, -0.329707, -1.257603], [2.397020, -0.670151, 1.668765], [0.395452, 2.910744, 0.350959], [3.057477, -1.048230, 2.089405], [-1.132650, 1.994791, -1.464957], [0.655358, 1.319133, 1.770257], [-2.351689, -0.382759, 1.232096], [-1.163284, 2.578975, -0.225501], [0.047613, -3.320453, 0.209680], [2.167392, 2.430082, 1.084003], [2.539304, -1.677178, -1.722121], [2.481544, -0.912172, -2.104198], [-4.000768, -1.781587, -0.199900], [-1.679823, -2.665564, -0.169646], [-0.410167, -2.504498, 0.426410], [1.698795, 0.862783, -1.309018], [0.064904, -0.151183, 0.063336], [-2.447076, -1.165892, -0.150579], [-1.705142, 1.065290, -1.328371], [2.183837, -2.324848, 0.180458], [2.319088, -0.252815, 0.287843], [-2.201290, 0.454910, 1.170834], [1.265426, 0.608539, 0.064750], [0.160650, -1.599788, -1.457565], [1.957973, -1.590883, -0.502318], [-1.989749, 2.077671, 1.140127], [3.398855, -0.029013, -0.083719], [-0.318022, -2.121730, 1.293778]],
  "atomic_forces_ev_per_a": [[3.11, -2.38, 0.33], [3.47, 4.71, -6.71], [-4.27, -4.82, 4.08], [1.10, 2.05, -2.05], [0.23, -2.61, 5.91], [0.40, -0.43, -3.71], [1.34, 4.41, -5.42], [-6.74, 3.74, -2.35], [-2.46, 0.59, -2.46], [5.52, -2.65, 1.93], [-1.12, -8.05, -10.10], [2.00, 2.56, -1.35], [-1.66, -11.81, -0.18], [-1.43, 9.63, 16.43], [2.86, -5.88, -0.20], [0.87, -0.30, 0.03], [0.35, -7.75, 2.68], [-0.64, 7.14, -3.69], [1.13, -0.93, 1.97], [-1.90, 3.44, 1.30], [-1.73, 1.33, -4.79], [-4.58, 3.46, -1.83], [0.78, 0.18, 0.66], [-4.89, -5.71, 5.67], [0.63, -0.28, -1.25], [1.74, -2.18, 0.80], [7.04, -6.45, 2.34], [1.84, 9.53, -0.57], [-0.51, 2.97, -3.35], [-0.71, -0.22, 1.63], [-2.14, 2.70, 2.62], [2.98, 2.00, -6.17], [-2.12, 0.54, 0.64], [-0.50, 1.48, 7.16]]
}

=====

{
  "formula": "C3H3NO2",
  "method": "ωB97M-V with the def2-TZVPD basis set",
  "orbital_gap_ha": [0.293, 0.293],
  "smiles": "C=C=C=O.N=O",
  "total_energy_ev": -8738.7365,
  "elements": ["C", "O", "H", "H", "O", "N", "C", "C", "H"],
  "xyz": [[-0.638674, -1.203177, 0.121617], [1.179463, 1.560374, -0.023976], [-1.052409, -2.055580, -0.577734], [0.274856, -1.361687, 0.715481], [-2.941923, 1.658056, -0.193214], [0.222607, 1.862162, 0.672287], [-1.288776, -0.053806, 0.169288], [-2.236050, 0.723530, -0.199136], [0.462780, 1.936779, 1.713299]],
  "atomic_forces_ev_per_a": [[-1.08, -1.14, -1.38], [-1.09, 0.42, 1.77], [1.18, 1.55, 1.51], [-0.49, -0.14, -0.36], [0.13, -0.74, -0.67], [1.02, 0.57, -1.25], [1.21, -2.05, 0.17], [-1.35, 2.00, 0.77], [0.47, -0.46, -0.55]]
}